Molecular formula: C3H11N3
Method: DFT, wB97M-V/def2-TZVPD

Output
Total charge: 0
Orbital gap in eV: 9.831
Energy above the lowest of the compared OMol25 structures with the same formula, charge and spin in eV: 4.4511

XYZ file:
```
17
Properties=species:S:1:pos:R:3:nbo_charge:R:1
C -1.2282 -2.1396 -0.7365 -0.431
N -0.4274 -1.3065 0.1441 -0.104
N 0.7885 -1.0319 -0.4005 -0.648
N -1.2098 0.0681 0.4628 -0.727
H 1.2586 -0.3063 0.1926 0.396
H 0.7289 -0.6354 -1.3466 0.310
H -1.7051 0.4255 -0.3560 0.342
H -1.8842 -0.1230 1.1946 0.367
H -0.7316 -3.1054 -0.8153 0.221
H -1.3315 -1.7101 -1.7445 0.160
H -2.2130 -2.2767 -0.2935 0.206
C 1.1320 1.5761 1.0815 -0.507
C 1.5761 2.4565 0.1903 -0.413
H 2.5542 2.9240 0.2387 0.183
H 1.7671 1.3311 1.9301 0.189
H -0.0389 1.0845 0.9087 0.281
H 0.9641 2.7692 -0.6505 0.175
```



Molecular formula: C3H11N3
Method: DFT, wB97M-V/def2-TZVPD

Output
Total charge: 0
Orbital gap in eV: 9.111
Energy above the lowest of the compared OMol25 structures with the same formula, charge and spin in eV: 2.2183

XYZ file:
```
17
Properties=species:S:1:pos:R:3:nbo_charge:R:1
C -3.1388 1.9355 -1.7835 -0.565
C -2.7154 3.0526 -1.1650 0.033
N -1.7273 3.2982 -0.2090 -0.826
H -2.8656 1.0028 -1.3183 0.209
H -3.6406 2.2506 -2.6827 0.223
H -3.1243 4.0084 -1.4919 0.167
H -1.0830 2.5726 0.0527 0.381
H -1.3354 4.1968 -0.4308 0.378
N 3.4566 -2.4660 0.7785 -0.872
C 2.0874 -2.9815 0.6252 -0.058
N 1.1314 -2.2298 1.4853 -0.823
H 3.7799 -1.7223 0.1735 0.360
H 4.0657 -3.2562 0.6126 0.359
H 2.2355 -3.9952 0.9859 0.172
H 1.8253 -2.9271 -0.4525 0.161
H 1.7995 -1.4984 1.7394 0.356
H 1.1338 -2.7291 2.3874 0.346
```



Molecular formula: C3H11N3
Method: DFT, wB97M-V/def2-TZVPD

Output
Total charge: +1
Orbital gap (spin up / spin down) in eV: 9.197 / 4.558
Spin multiplicity: 2
Energy above the lowest of the compared OMol25 structures with the same formula, charge and spin in eV: 3.5630

XYZ file:
```
17
Properties=species:S:1:pos:R:3:nbo_charge:R:1
C 1.9355 -0.1511 0.3370 -0.461
C 1.5941 -2.4446 0.1729 0.087
N 1.0726 -1.2680 0.0925 -0.546
H 2.2385 0.2686 1.3201 0.247
H 3.0100 -0.4038 -0.0212 0.202
H 1.5092 0.7427 -0.1331 0.178
H 1.1004 -3.1676 0.8902 0.211
H 2.4620 -2.6505 -0.4665 0.181
N -1.0640 0.3021 -0.9928 -0.363
C -1.2440 1.1799 0.1181 -0.132
N -2.6618 1.8188 0.1692 -0.772
H -1.8547 -0.1778 -1.5121 0.419
H -0.4020 -0.4685 -0.8002 0.428
H -0.4583 1.9395 -0.0017 0.255
H -1.1434 0.6604 1.0168 0.275
H -2.6783 2.6173 -0.4543 0.399
H -3.4158 1.2024 0.2652 0.393
```



Molecular formula: C3H11N3O
Method: DFT, wB97M-V/def2-TZVPD

Output
Total charge: 0
Orbital gap in eV: 8.525
Energy above the lowest of the compared OMol25 structures with the same formula, charge and spin in eV: 4.1486

XYZ file:
```
18
Properties=species:S:1:pos:R:3:nbo_charge:R:1
C 1.0516 0.4372 -0.8584 0.234
C -0.7801 0.0633 -0.3158 -0.225
C -0.5427 -0.5442 0.9516 0.374
N 1.9943 -0.5579 -0.6294 -0.788
N 1.3942 1.6860 -0.3462 -0.818
N -1.4879 1.3102 -0.3904 -0.853
O 0.0356 -1.6841 1.0603 -0.650
H -1.0324 -2.6840 1.1750 0.112
H 0.7892 0.4968 -1.9124 0.191
H -1.0840 -0.6307 -1.0970 0.224
H 1.6698 -1.4668 -0.9438 0.391
H 2.2470 -0.6611 0.3475 0.374
H 0.6304 2.3524 -0.4428 0.389
H 1.7037 1.6600 0.6181 0.359
H -1.4978 1.7988 0.4990 0.360
H -2.4471 1.1911 -0.6941 0.379
H -0.6606 0.0952 1.8375 0.119
H -1.9832 -2.8621 1.1412 -0.171
```